Entry 1:
Molecular formula: C14H30IN2O3S
Method: DFT, ωB97M-V/def2-TZVPD

Cartesian coordinates (Å):
C1 5.152 -1.350 0.400
O1 -0.895 2.676 1.516
H1 0.771 1.627 -0.521
H2 -0.932 -3.261 -2.846
O2 -0.834 -3.947 0.985
H3 3.268 -2.236 0.886
H4 2.741 -0.898 -1.695
C2 -3.195 5.437 1.070
H5 5.695 -2.112 0.953
C3 1.642 -0.267 0.056
H6 1.493 -3.207 -0.078
H7 1.086 0.644 -1.916
H8 -0.393 0.220 1.314
C4 -1.718 5.109 0.816
N1 -0.481 -4.155 -2.695
C5 2.928 -0.696 -0.645
C6 0.661 -2.575 -0.377
I1 4.008 -3.469 -1.376
H9 -1.426 -1.193 0.989
C7 -0.614 -3.381 -0.299
H10 -3.512 2.040 1.193
C8 3.763 -1.823 0.009
H11 0.971 -1.643 1.448
H12 -3.515 4.004 2.664
C9 0.734 0.604 -0.890
H13 -1.490 -2.786 -0.582
H14 5.729 -1.085 -0.482
H15 1.870 0.384 0.894
H16 -1.415 -5.158 -1.125
O3 -1.314 3.121 -0.904
H17 5.079 -0.467 1.039
H18 -3.881 3.056 -0.230
C10 -3.854 4.173 1.640
H19 0.477 -4.051 -3.002
H20 -1.100 5.292 1.693
H21 -1.448 0.804 -0.821
H22 0.362 -5.129 -1.056
C11 -3.396 3.025 0.745
N2 0.697 -1.363 0.508
C12 -0.594 -0.602 0.625
C13 -0.680 0.045 -0.740
H23 -3.292 6.282 1.748
H24 -1.306 5.631 -0.044
H25 0.851 -2.238 -1.391
H26 3.553 0.198 -0.620
H27 -3.679 5.712 0.132
H28 -4.938 4.251 1.656
S1 -1.655 3.347 0.481
C14 -0.529 -4.547 -1.281
H29 -0.855 -0.677 -1.539
H30 -0.589 -3.363 1.699

Results
HOMO-LUMO gap = 9.443 eV
2S+1 = 1
Charge = +1

---

Entry 2:
Molecular formula: C14H30IrO7S
Method: DFT, ωB97M-V/def2-TZVPD

Cartesian coordinates (Å):
H1 2.946 -1.410 -0.051
H2 -1.009 -0.277 3.773
H3 0.736 -3.284 -1.856
H4 2.486 2.090 0.778
C1 0.174 -2.359 -1.723
C2 3.217 -0.393 0.219
C3 1.022 0.153 3.124
C4 -0.344 -2.107 1.932
C5 1.745 2.747 -1.091
H5 -5.027 -0.991 -0.763
H6 1.409 -0.768 3.557
C6 -0.464 0.125 2.917
O1 2.334 0.488 -0.573
C7 -0.495 -2.719 0.583
S1 -3.036 -0.298 0.203
H7 3.179 -0.915 2.308
H8 4.246 -0.199 -0.082
C8 -4.223 -0.348 -1.131
O2 0.351 -1.902 -0.320
O3 0.409 2.147 -0.887
H9 -4.155 1.646 1.050
H10 -0.683 0.984 -3.833
H11 -4.594 0.652 -1.353
C9 -3.825 0.691 1.459
H12 3.560 0.791 2.028
H13 -0.859 1.108 2.658
O4 1.556 0.296 1.775
O5 -1.752 0.465 -0.343
H14 -1.461 2.152 -1.746
H15 -0.316 3.255 -2.528
H16 -0.142 -3.749 0.543
H17 -1.008 -2.555 2.674
H18 -1.520 -2.663 0.219
H19 1.333 0.992 3.747
O6 -0.706 -0.709 1.745
O7 -0.085 -0.070 -2.117
H20 -0.890 -2.538 -1.880
C10 -0.440 2.266 -2.089
H21 0.429 -1.407 -3.651
H22 3.721 2.082 -0.510
C11 2.971 -0.053 1.672
H23 1.966 2.701 -2.156
C12 0.668 -1.250 -2.599
H24 1.733 -1.043 -2.489
H25 -4.677 0.095 1.795
H26 -3.119 0.823 2.274
C13 -0.009 1.140 -2.991
H27 0.689 -2.182 2.270
H28 1.019 1.215 -3.344
Ir1 0.291 0.190 -0.171
C14 2.669 1.914 -0.277
H29 1.719 3.785 -0.759
H30 -3.738 -0.806 -1.990

Results
HOMO-LUMO gap (spin up / spin down) = 7.478 / 6.249 eV
2S+1 = 2
Charge = +4